No. 1
81
Properties=species:S:1:pos:R:3:forces:R:3 method="wB97M-V/def2-TZVPD" homo_lumo_gap_ev="8.3618 / 8.2347" multiplicity=6 lumo_ev="2.459 / 2.460" homo_energy_ev="-5.902 / -5.775" total_charge=-1
Dy -0.466 0.708 1.043 -2.1424 -0.4803 -0.3364
As 0.582 2.246 3.266 -0.2971 0.7836 0.5649
S 2.907 0.609 0.931 -0.7744 -0.4921 0.1699
P -1.024 -2.197 1.764 -0.0458 -0.0318 -0.0654
O 3.899 0.299 -0.056 0.1044 0.1445 -0.0361
O 3.224 0.242 2.305 0.0883 -0.1145 0.0666
O -0.931 2.280 2.470 0.7292 0.0537 0.3409
O 1.609 1.989 -2.162 0.1077 0.2512 0.0042
O 0.727 0.476 3.256 0.3842 0.1829 -0.0958
O 0.778 2.958 4.707 -0.0634 -0.0244 0.0030
O -0.861 -0.303 -1.284 0.3961 0.2082 0.1499
O 1.559 0.033 0.565 1.5060 -0.1133 -0.1240
O -0.062 2.018 -0.637 0.8322 -0.0888 -1.1311
C -2.641 2.210 -5.218 0.0165 -0.0111 0.0009
C 0.259 -1.736 -3.703 -0.0555 -0.0304 -0.0796
C 3.376 3.121 0.087 -0.1246 0.0926 0.1014
C -1.330 1.888 -5.554 -0.0323 -0.0087 0.0537
C 0.611 1.532 -1.650 -0.6290 0.3468 0.4632
C -1.065 -5.416 4.338 0.0036 0.0659 -0.0617
C -5.085 -0.682 0.309 0.0223 -0.0963 0.0241
C -1.167 -4.166 -0.281 -0.0183 -0.0055 -0.0191
C -0.071 0.306 -2.311 -0.2022 0.0271 -0.2909
C 2.646 2.365 0.986 0.0541 0.2152 0.2210
C 0.853 -0.743 -2.923 -0.0432 0.0258 -0.0553
C -2.515 -3.735 5.248 0.0218 -0.0063 -0.0296
C -4.997 -2.026 0.688 0.0570 0.1339 -0.0274
C -1.396 -3.340 3.144 0.1593 -0.1039 -0.0686
C -1.924 -4.991 5.339 -0.0051 0.0462 -0.0175
C 1.830 2.983 1.953 0.1945 -0.2522 0.0128
C 2.537 5.125 1.116 -0.0196 0.0681 0.0148
C -0.365 -3.291 0.456 -0.1163 -0.2462 -0.0608
C 1.794 4.370 2.018 0.2394 0.0263 -0.4137
C 2.987 -1.794 -3.315 -0.0279 0.0167 0.0180
C 1.012 -2.742 -4.286 0.0989 0.0043 0.0267
C 1.551 -4.034 -0.823 -0.0544 0.0482 0.0373
C -3.787 -2.522 1.138 0.0037 -0.0105 0.0011
C -0.801 -4.594 3.246 -0.0148 -0.0821 0.0622
C -2.731 -0.325 0.847 0.4720 0.3375 0.1042
C -0.618 -4.964 -1.273 0.0612 0.0356 0.0143
C -0.507 1.259 -4.631 0.0169 0.0742 -0.0933
C -3.974 0.142 0.396 -0.2196 -0.0570 -0.0236
C -3.122 1.905 -3.953 0.1281 -0.0397 0.0110
C 3.313 4.505 0.153 0.0382 0.0711 -0.0771
C 2.228 -0.786 -2.726 0.0326 -0.0370 0.0512
C 2.390 -2.769 -4.100 -0.0881 0.0369 0.0340
C 0.996 -3.232 0.170 0.1005 0.0122 -0.0247
C 0.745 -4.900 -1.544 -0.0589 -0.0017 0.0152
C -2.293 1.281 -3.027 -0.0846 0.0117 -0.0631
C -0.988 0.948 -3.365 0.0317 -0.2420 0.1770
C -2.250 -2.915 4.163 -0.0115 0.0226 0.0140
C -2.667 -1.677 1.191 -0.4385 -0.3572 0.0891
H 1.677 0.237 3.119 -0.0459 -0.1877 0.0959
H 2.715 -0.038 -2.120 -0.0070 -0.0159 0.0005
H -6.030 -0.279 -0.038 -0.0193 -0.0405 0.0037
H 2.989 -3.548 -4.557 -0.0163 0.0215 0.0069
H 3.979 2.621 -0.656 -0.0090 -0.0190 0.0233
H -3.182 -3.389 6.027 -0.0017 -0.0105 0.0070
H -2.131 -5.631 6.188 0.0001 0.0057 -0.0021
H -1.256 -5.632 -1.841 0.0089 0.0041 0.0024
H 3.880 5.096 -0.555 -0.0240 0.0089 0.0193
H -4.093 1.187 0.120 0.0218 0.0002 0.0067
H -0.131 -4.940 2.468 -0.0176 0.0177 0.0093
H 1.196 4.867 2.769 -0.0512 -0.0418 0.0653
H -5.870 -2.667 0.641 -0.0044 -0.0072 0.0048
H 0.518 1.017 -4.890 -0.0300 0.0019 0.0263
H -4.138 2.158 -3.676 0.0106 -0.0007 -0.0169
H 4.058 -1.810 -3.150 -0.0285 0.0160 0.0071
H -2.657 1.053 -2.034 -0.0229 0.0092 0.0136
H -0.945 2.130 -6.537 -0.0146 -0.0037 0.0184
H -3.283 2.700 -5.940 0.0137 -0.0048 -0.0022
H 1.626 -2.535 0.707 -0.0002 0.0324 0.0188
H 0.526 -3.500 -4.889 -0.0001 0.0140 0.0080
H 2.607 -3.956 -1.044 -0.0064 0.0020 0.0027
H -1.362 -1.046 -1.627 -0.0891 -0.2040 -0.0220
H -3.712 -3.553 1.469 -0.0403 -0.0035 0.0059
H 2.506 6.206 1.165 -0.0181 -0.0182 0.0256
H -0.596 -6.391 4.400 -0.0031 0.0025 -0.0007
H -2.715 -1.938 4.102 0.0115 -0.0107 -0.0153
H 1.173 -5.510 -2.330 -0.0079 0.0066 0.0115
H -2.231 -4.215 -0.085 0.0311 -0.0006 -0.0075
H -0.811 -1.709 -3.889 0.0271 0.0161 0.0321

---

No. 2
10
Properties=species:S:1:pos:R:3:forces:R:3 method="wB97M-V/def2-TZVPD" homo_lumo_gap_ev="7.6272 / 7.9986" lumo_ev="-0.020 / -0.097" homo_energy_ev="-7.648 / -8.096" total_charge=0
S -2.922 1.113 0.329 1.0894 0.1823 -0.2470
S -0.370 -2.120 1.136 0.1579 -0.2949 0.6661
O -0.222 1.191 0.088 -2.1852 0.7330 -1.0541
N -1.636 -1.984 -1.315 -0.9078 0.5888 0.4204
C -1.380 0.698 0.181 -2.7280 -0.5743 0.4958
C -1.188 -2.042 -0.190 -0.6106 0.6536 -2.5260
C 0.831 1.134 0.814 3.5684 -0.2442 -0.7744
H 1.639 1.004 0.112 0.7747 0.2510 0.7720
H -2.341 -1.387 -1.838 1.4411 -1.2207 1.4228
H 0.926 1.299 1.853 -0.5998 -0.0745 0.8245

---

No. 3
18
Properties=species:S:1:pos:R:3:forces:R:3 method="wB97M-V/def2-TZVPD" homo_lumo_gap_ev=9.9665 lumo_ev=0.995 smiles="CCCNCC=O" homo_energy_ev=-8.972 total_charge=0
O -1.701 -0.046 -2.067 -0.8915 0.2516 -0.3838
N 1.386 0.558 -0.190 -0.7019 0.6179 -1.7382
C -0.474 -1.706 1.533 1.5148 1.0092 1.9547
C -0.238 -0.143 1.602 0.4350 1.0643 1.3615
C 1.190 0.500 1.253 -1.5909 -0.2398 0.5282
C 0.277 1.075 -1.074 -0.5791 0.1106 1.2889
C -0.602 -0.126 -1.639 2.3546 0.0435 1.2036
H 1.430 1.420 1.885 -0.9979 -0.3586 -1.1372
H -0.033 -1.121 -1.558 -0.5073 0.8616 -0.1586
H -0.124 -2.114 0.633 -0.6613 -0.6853 -1.7287
H -1.028 0.564 1.212 0.4846 -1.4159 -0.2637
H -0.365 1.793 -0.466 0.3782 -0.8981 -0.9748
H 1.895 -0.166 1.682 0.9439 -1.0245 0.0212
H 0.166 -2.320 2.246 -0.1451 1.4132 -0.3288
H -0.380 0.043 2.672 0.2773 0.2394 0.0942
H -1.445 -1.943 1.958 -0.4859 -0.0606 -1.0192
H 0.644 1.680 -1.944 0.0220 -0.7285 0.7280
H 2.229 1.015 -0.510 0.1506 -0.2000 0.5528

---

No. 4
19
Properties=species:S:1:pos:R:3:forces:R:3 method="wB97M-V/def2-TZVPD" homo_lumo_gap_ev=8.1205 lumo_ev=0.728 smiles="C=NNC.C=CC" homo_energy_ev=-7.392 total_charge=0
N 0.311 0.566 0.203 2.4889 0.6404 -0.7559
N 1.663 -0.156 -0.392 -2.5376 0.5885 1.2733
C 2.952 0.311 0.086 0.2588 0.6806 0.3493
C -1.410 -0.528 -0.363 -3.2226 -1.8719 -2.5441
C -1.514 -1.609 0.687 0.1948 0.2459 0.1399
C -2.552 0.147 -0.745 1.5308 -0.2713 0.6526
C 0.188 1.836 0.085 1.6935 -0.5921 -0.4718
H -3.530 -0.125 -0.368 0.1044 0.4751 0.7165
H -2.387 -2.245 0.515 0.0488 0.0857 0.0262
H 1.037 2.493 -0.139 0.0421 -0.2989 -0.1978
H -0.738 -0.833 -1.180 0.3431 1.0620 0.5926
H -1.603 -1.152 1.676 0.0422 -0.1994 -0.0253
H 3.440 0.968 -0.641 -0.3429 0.3214 0.1983
H 1.524 -1.087 0.013 -0.2611 0.4890 -0.1902
H 2.836 0.797 1.068 0.4119 0.0264 -0.2549
H 3.672 -0.513 0.182 -0.4980 -0.1276 0.1186
H -0.625 -2.242 0.661 -0.0539 -0.0254 0.2037
H -0.756 2.388 0.082 -0.1771 -0.8624 0.6789
H -2.506 0.985 -1.430 -0.0660 -0.3661 -0.5099

---

No. 5
8
Properties=species:S:1:pos:R:3:forces:R:3 method="wB97M-V/def2-TZVPD" homo_lumo_gap_ev="5.2783 / 6.9129" multiplicity=3 lumo_ev="3.595 / 0.364" homo_energy_ev="-1.683 / -6.549" total_charge=-1
Cl 0.642 -2.136 0.174 0.3920 -1.2538 0.0937
Cl -2.183 1.808 -0.265 -1.5491 1.3104 -0.1879
P 1.104 -0.096 0.223 -0.1302 -1.2527 -1.3761
O 1.566 0.243 1.549 0.0091 0.7029 2.4326
O 1.883 0.237 -0.972 0.0814 0.3792 -1.2027
C -0.908 0.329 -0.152 1.6083 2.9013 1.3111
H -0.833 -0.052 -1.068 0.6651 -0.9728 -4.0873
H -1.270 -0.332 0.512 -1.0767 -1.8143 3.0167

---

No. 6
50
Properties=species:S:1:pos:R:3:forces:R:3 method="wB97M-V/def2-TZVPD" homo_lumo_gap_ev=8.7464 lumo_ev=-7.189 homo_energy_ev=-15.935 total_charge=+2
In -0.120 0.039 0.189 -0.0422 -0.1365 0.0323
Cl 1.974 2.136 4.056 0.0113 0.0257 0.0247
Cl 2.258 -0.722 4.555 0.0036 0.0109 -0.0188
Cl -0.205 0.620 5.224 0.0190 0.0079 -0.0379
O 0.399 -2.315 0.207 -0.0949 0.8252 0.2113
O -1.968 -1.489 0.538 0.4397 0.5523 -0.1204
O -1.454 -0.171 -1.804 0.5949 -0.0591 0.7449
O -1.538 1.995 -0.122 0.4099 -0.7142 0.1397
O 1.773 -0.492 -1.284 -0.6555 0.2874 0.4852
O -0.540 0.519 2.360 -0.1633 -0.1314 -1.1444
O 1.526 0.014 1.793 -0.5441 -0.1321 -0.8246
O 1.199 2.023 -0.378 -0.5235 -0.6094 0.0346
C -0.216 -3.059 1.263 -0.1553 -0.1848 0.0731
C -1.634 1.128 -2.372 -0.0411 0.4910 -0.0639
C 2.161 -1.871 -1.247 -0.0280 -0.4715 -0.0439
C 0.486 3.237 -0.595 -0.2440 0.2095 0.1159
C -2.403 -2.054 -0.703 -0.0654 -0.0595 -0.2136
C 2.294 1.806 -1.267 0.3259 -0.0650 -0.0793
C 0.668 0.342 2.646 0.4889 0.0799 1.1791
C -0.763 3.141 0.247 0.2415 0.3134 0.1452
C -2.245 2.086 -1.360 -0.1380 -0.1851 -0.2943
C -1.601 -2.440 1.537 0.1069 -0.1128 0.3294
C 1.810 -2.508 0.075 0.3088 -0.0444 -0.2324
C 1.145 0.570 4.109 -0.1444 -0.0532 -0.3250
C -2.683 -0.895 -1.614 -0.2736 -0.2826 0.0348
C 2.831 0.432 -0.989 0.2247 0.2878 -0.0250
H -3.284 1.826 -1.155 0.0130 0.1132 0.0414
H 3.139 0.347 0.055 0.0336 -0.0826 -0.0385
H 3.226 -1.978 -1.449 -0.0043 0.0978 -0.0638
H 0.253 3.352 -1.659 0.0687 0.0112 0.0032
H -1.590 -1.886 2.473 -0.0871 0.0124 -0.0297
H 2.041 -3.574 0.028 -0.0485 -0.0141 0.0357
H 3.677 0.241 -1.651 -0.0133 -0.0781 0.0080
H -3.040 -1.251 -2.582 0.0302 0.0653 -0.0230
H -2.220 3.099 -1.763 0.0076 0.0351 0.0726
H 0.397 -3.013 2.166 0.0430 0.0008 -0.0378
H -2.359 -3.222 1.598 -0.0566 0.0642 0.0012
H -3.438 -0.258 -1.151 0.0296 0.0460 -0.0750
H 3.074 2.548 -1.085 -0.0459 0.0510 0.0118
H -0.636 1.458 -2.667 -0.0363 -0.0617 -0.0646
H -0.485 2.981 1.290 -0.1108 0.0713 0.0170
H -2.269 1.075 -3.258 0.0596 -0.1065 -0.0273
H -0.296 -4.100 0.947 0.0596 0.0234 -0.0363
H -1.631 -2.701 -1.125 -0.0192 -0.0329 0.0591
H 2.338 -2.051 0.916 -0.0750 -0.0465 0.0340
H -1.360 4.049 0.166 -0.0664 -0.0470 0.0128
H -3.321 -2.624 -0.548 0.0217 -0.0153 0.0478
H 1.590 -2.363 -2.035 0.0930 0.0234 -0.0641
H 1.081 4.092 -0.268 0.0799 -0.0339 -0.0326
H 1.957 1.879 -2.306 -0.0379 0.0547 0.0218